This record from OMol25 describes 9 unconnected molecules or ions with the total composition C27H63N9O9. The level of theory is ωB97M-V/def2-TZVPD.

Results
Frontier orbital gap (spin up / spin down), Eh: 0.060 / 0.336
Relative energy (zero: lowest compared OMol25 entry of this formula, charge and spin), kcal per mole: 163.7

```
! wB97M-V def2-TZVPD RIJCOSX def2/J DEFGRID3
* xyz -1 2
C 1.86815 1.86020 -6.16786
O 2.37277 1.82762 -7.21405
N 2.56990 2.11129 -5.06243
C 1.92055 2.19058 -3.73771
C 3.97248 2.35752 -5.00061
H 0.82328 1.59432 -5.94483
H 1.81757 3.23874 -3.45691
H 2.47222 1.69589 -2.93831
H 0.87183 1.92543 -3.87181
H 4.34527 2.16323 -6.00628
H 4.29708 3.31230 -4.58693
H 4.49703 1.53688 -4.51120
C 2.07575 -2.63972 -4.25387
O 0.87966 -2.35857 -4.07984
N 3.12663 -2.23791 -3.53503
C 2.93153 -1.26380 -2.51164
C 4.48059 -2.73999 -3.75184
H 2.41443 -3.42769 -4.94422
H 3.87903 -0.84734 -2.16971
H 2.61334 -1.67341 -1.55295
H 2.10978 -0.58865 -2.75038
H 4.58908 -3.41172 -4.60337
H 5.19351 -1.91652 -3.79359
H 4.76768 -3.33892 -2.88757
C -0.06333 1.17041 -0.37777
O 0.84149 0.93665 -1.15401
N -0.82658 0.20575 0.05158
C -0.56620 -1.14858 -0.42264
C -1.78549 0.27398 1.17840
H -0.32281 2.11962 0.11606
H 0.05476 -1.23112 -1.31466
H -1.49463 -1.67675 -0.63979
H -0.07702 -1.75923 0.33625
H -2.81389 0.06441 0.88418
H -1.51025 -0.30863 2.05756
H -1.80817 1.28247 1.59134
C 3.87801 3.51699 1.60347
O 2.74807 3.01365 1.94945
N 4.38025 3.46977 0.34877
C 3.41088 2.87907 -0.71587
C 5.77629 3.74626 0.09325
H 4.59474 4.10708 2.19532
H 2.54352 2.39809 -0.26373
H 3.89747 2.11041 -1.31627
H 3.13842 3.65732 -1.42875
H 6.42651 2.87369 0.03046
H 6.02168 4.36224 -0.77188
H 6.24045 4.21824 0.95921
C -2.02555 0.46191 -5.43941
O -1.66437 0.42216 -6.62759
N -2.15997 1.60749 -4.77690
C -2.47633 1.64157 -3.36490
C -1.68746 2.93387 -5.22553
H -2.24802 -0.43888 -4.84672
H -3.13311 2.39454 -2.92926
H -1.50352 1.56386 -2.87941
H -2.86390 0.71699 -2.93707
H -1.60874 2.83101 -6.30781
H -2.43994 3.61120 -4.82168
H -0.73312 3.07164 -4.71725
C -5.81491 2.07579 1.33598
O -6.61463 1.76574 2.23172
N -5.69200 1.52733 0.12994
C -4.95810 2.04426 -0.94775
C -6.64550 0.41701 -0.14256
H -5.10405 2.91652 1.32831
H -5.47862 1.92022 -1.89737
H -4.10661 1.36571 -0.99905
H -4.56789 3.04497 -0.76226
H -7.42392 0.84613 -0.77345
H -6.07197 -0.26967 -0.76516
H -7.18997 0.06929 0.73536
C -0.64827 -1.86397 5.30718
O -1.16545 -2.91282 4.95963
N 0.01389 -1.79915 6.43638
C 0.23995 -2.89521 7.34703
C 0.60044 -0.59820 6.95916
H -0.60842 -0.86323 4.84987
H 1.30216 -2.83716 7.58462
H 0.06584 -3.85686 6.86431
H -0.28986 -2.78753 8.29350
H -0.07243 -0.07715 7.64022
H 1.56890 -0.91142 7.34914
H 0.93545 -0.00251 6.11003
C -5.97538 -3.71493 1.76897
O -6.71463 -4.53356 2.27458
N -4.65699 -3.52504 2.14142
C -3.80830 -2.35169 1.66907
C -4.04448 -4.33412 3.21393
H -6.27837 -2.90078 1.09254
H -3.29924 -1.95039 2.54537
H -4.55482 -1.57808 1.48926
H -3.22093 -2.69600 0.81787
H -4.69826 -5.02667 3.74407
H -3.26709 -4.99896 2.83742
H -3.67337 -3.72042 4.03474
C 2.98047 0.16242 4.04726
O 3.27835 0.51853 5.20036
N 2.87402 -1.16977 3.65822
C 2.27803 -1.41797 2.32056
C 3.12820 -2.30493 4.45025
H 2.53251 0.83237 3.29713
H 2.99328 -1.88293 1.64209
H 1.86241 -0.56234 1.78833
H 1.41887 -2.08813 2.29183
H 4.04660 -2.67576 3.99511
H 3.19906 -1.88212 5.45240
H 2.29652 -2.98567 4.26862
*
```

=====

This record from OMol25 describes 3 unconnected molecules or ions with the total composition C23H41F3IN3O6. The level of theory is ωB97M-V/def2-TZVPD.

Results
SMILES: N#C[C@@H](CCCN)[C@@](I)(C#N)CCC(F)=C(F)F.COCCOCCOC.COCCOCCOC
Frontier orbital gap, Eh: 0.277

```
! wB97M-V def2-TZVPD RIJCOSX def2/J DEFGRID3
* xyz 0 1
N -5.18683 1.37316 2.85341
C -4.80772 0.31372 2.74943
C -4.30823 -1.14111 2.54386
C -5.51016 -2.06593 2.94258
C -5.16936 -3.61351 2.97120
C -5.93087 -4.42137 1.85181
N -7.38733 -4.38438 2.04807
C -3.83974 -1.24352 1.03849
I -5.45648 -1.39641 -0.39974
C -3.10118 0.07668 0.71148
N -2.64518 1.07189 0.43597
C -2.82513 -2.40492 0.73330
C -1.73452 -2.62368 1.83361
C -0.51303 -3.38786 1.27268
F 0.42858 -2.77533 0.48686
C -0.37425 -4.73555 1.59789
F -0.63618 -5.71823 0.70618
F 0.05296 -5.10256 2.81907
H -3.50089 -1.28432 3.29375
H -6.44275 -1.86762 2.36405
H -5.76737 -1.79702 4.00028
H -5.58190 -4.01504 3.93316
H -4.08009 -3.83382 2.99051
H -5.57947 -4.12538 0.83347
H -5.62194 -5.49113 1.98958
H -7.81008 -4.95498 1.31610
H -7.77624 -3.44898 1.92693
H -2.27742 -2.10268 -0.19793
H -3.37045 -3.33844 0.44303
H -2.07834 -3.23123 2.70842
H -1.44981 -1.62319 2.25236
C 2.99131 -1.09701 0.19980
O 4.08555 -1.43649 -0.63046
C 3.97221 -2.70918 -1.24711
C 4.31256 -2.65032 -2.72999
O 3.40028 -1.92606 -3.54910
C 3.30098 -0.51718 -3.36228
C 4.53975 0.29050 -3.72376
O 5.60869 0.05281 -2.81960
C 6.85662 -0.17085 -3.44568
H 3.15290 -1.48205 1.21117
H 2.93091 -0.00763 0.24406
H 2.04564 -1.46666 -0.19836
H 2.97132 -3.13266 -1.11878
H 4.69050 -3.37434 -0.75117
H 4.28465 -3.67686 -3.10780
H 5.33380 -2.30499 -2.89170
H 2.95199 -0.28496 -2.35633
H 2.50104 -0.19663 -4.03661
H 4.29336 1.35827 -3.66378
H 4.83143 0.06051 -4.75565
H 6.75445 -0.73880 -4.37587
H 7.47271 -0.75694 -2.76104
H 7.35544 0.78267 -3.64349
C -0.86404 7.02426 0.15167
O 0.39982 6.41849 -0.03728
C 1.11145 6.17249 1.16624
C 1.69774 4.76724 1.20225
O 0.75791 3.70219 1.28335
C -0.10149 3.47539 0.16718
C 0.58199 3.01147 -1.11122
O 1.38144 4.03526 -1.68976
C 2.66655 3.60585 -2.09180
H -0.75899 8.11280 0.18671
H -1.49253 6.75952 -0.70044
H -1.36052 6.66371 1.05780
H 0.48044 6.32704 2.04663
H 1.93691 6.89449 1.20668
H 2.29604 4.69217 2.11556
H 2.39462 4.60452 0.37964
H -0.73946 4.34058 -0.00981
H -0.77201 2.67211 0.48161
H -0.18905 2.74724 -1.84539
H 1.17753 2.11522 -0.89650
H 3.08888 2.86777 -1.40186
H 3.32418 4.47743 -2.09370
H 2.62587 3.19027 -3.10389
*
```

=====

This record from OMol25 describes 2 unconnected molecules or ions with the total composition H4O2. The level of theory is ωB97M-V/def2-TZVPD.

Results
SMILES: O.O
Frontier orbital gap, Eh: 0.418
Relative energy (zero: lowest compared OMol25 entry of this formula, charge and spin), kcal per mole: 11.9

```
! wB97M-V def2-TZVPD RIJCOSX def2/J DEFGRID3
* xyz 0 1
H 1.09604 0.25385 0.81779
H 1.15934 0.40151 -0.73283
H -0.49806 -0.62860 -0.01820
H -1.49633 0.61993 0.00445
O 1.20154 -0.34168 -0.03926
O -1.46253 -0.30501 -0.03195
*
```

=====

This record from OMol25 describes a molecular structure, C51H45GeNO2P2Pd. The level of theory is ωB97M-V/def2-TZVPD.

Results
Frontier orbital gap (spin up / spin down), Eh: 0.262 / 0.184
Relative energy (zero: lowest compared OMol25 entry of this formula, charge and spin), kcal per mole: 0.0

```
! wB97M-V def2-TZVPD RIJCOSX def2/J DEFGRID3
* xyz 1 4
Pd -0.03973 0.29473 1.02153
C 1.42032 -1.04870 -1.74554
N 1.53503 -2.32687 -1.07603
C 0.27022 -2.91277 -0.64042
P -0.71767 -1.96740 0.63914
C -0.70921 -2.96715 2.15753
C -0.31071 -4.29475 2.27333
C -0.40438 -4.95311 3.48946
C -0.89900 -4.29436 4.60638
C -1.30688 -2.97480 4.49938
C -1.21286 -2.31781 3.28271
C -2.40453 -2.29921 0.03889
C -3.05098 -3.50536 0.31906
C -4.32737 -3.74109 -0.16070
C -4.97899 -2.77721 -0.92022
C -4.34798 -1.57493 -1.19897
C -3.06818 -1.34438 -0.71949
C 2.72623 -2.95696 -0.91376
C 3.85512 -2.60553 -1.70160
C 5.06195 -3.22558 -1.50207
C 5.19702 -4.20493 -0.52051
C 4.10439 -4.56703 0.26064
C 2.88496 -3.96442 0.07824
P 1.75483 0.37813 -0.57326
C 3.56467 0.27112 -0.38991
C 4.16413 0.06430 0.84552
C 5.54726 -0.01133 0.94521
C 6.33581 0.12831 -0.18464
C 5.74290 0.36804 -1.41978
C 4.36678 0.44982 -1.51907
C 1.61738 1.80708 -1.69165
C 1.74967 3.05388 -1.08295
C 1.70893 4.21358 -1.83796
C 1.51657 4.14363 -3.20931
C 1.37358 2.90916 -3.82262
C 1.43183 1.74586 -3.06896
H 0.39798 -0.93487 -2.10537
H 2.10579 -0.99044 -2.58627
H 0.44650 -3.93493 -0.33353
H -0.36599 -2.95249 -1.53099
H 0.05739 -4.85691 1.42555
H -0.09423 -5.98717 3.56349
H -0.96896 -4.81127 5.55376
H -1.69300 -2.45023 5.36318
H -1.52068 -1.28051 3.21757
H -2.57034 -4.25623 0.93190
H -4.82114 -4.67629 0.06730
H -5.98124 -2.96340 -1.28255
H -4.85037 -0.80445 -1.76841
H -2.59698 -0.39107 -0.90967
H 3.77095 -1.87953 -2.49201
H 5.90762 -2.96076 -2.12107
H 6.15344 -4.68456 -0.36390
H 4.22082 -5.30676 1.04039
H 2.07836 -4.17101 0.75841
H 3.55945 -0.02580 1.72908
H 6.00366 -0.16560 1.91382
H 7.41338 0.07648 -0.10166
H 6.35465 0.50693 -2.30121
H 3.91880 0.67278 -2.48169
H 1.88145 3.12929 -0.00804
H 1.81581 5.17112 -1.34677
H 1.47631 5.05038 -3.79834
H 1.20671 2.84813 -4.88966
H 1.30868 0.80176 -3.58531
O 1.86012 -1.99336 1.67027
C 1.78029 -1.32577 2.73081
O 1.16637 -0.24432 2.89949
H 2.32869 -1.71414 3.61233
C 0.26779 5.53389 2.80276
C -0.05021 5.78702 1.47435
C -0.61275 4.79302 0.68839
C -0.88252 3.53058 1.21370
C -0.55090 3.29239 2.54879
C 0.01752 4.27998 3.33890
Ge -1.63336 2.03359 0.19764
C -3.39626 1.52053 0.87943
C -4.55653 1.81667 0.16978
C -5.79779 1.39888 0.62945
C -5.89555 0.67122 1.80596
C -4.74753 0.37277 2.52803
C -3.51346 0.79812 2.06437
C -1.88490 2.42323 -1.71877
C -1.78322 1.40535 -2.66740
C -2.07931 1.61020 -4.00500
C -2.47143 2.86736 -4.43967
C -2.57691 3.89881 -3.51943
C -2.29967 3.67255 -2.17866
H 0.70781 6.31077 3.41370
H 0.13980 6.76475 1.04950
H -0.82622 5.01759 -0.35037
H -0.73274 2.31561 2.99101
H 0.26566 4.06480 4.36996
H -4.50013 2.36827 -0.76213
H -6.69062 1.64155 0.06725
H -6.86229 0.34139 2.16313
H -4.81671 -0.19086 3.44982
H -2.62427 0.55504 2.64217
H -1.46757 0.41348 -2.35938
H -2.00319 0.78898 -4.70727
H -2.70160 3.04007 -5.48286
H -2.89673 4.88151 -3.84158
H -2.44564 4.49394 -1.48413
*
```

=====

This record from OMol25 describes C2H2N4O2 in the gas phase. The level of theory is ωB97M-V/def2-TZVPD.

Results
SMILES: O=C(O)n1ncnn1
Frontier orbital gap, Eh: 0.409
Relative energy (zero: lowest compared OMol25 entry of this formula, charge and spin), kcal per mole: 54.1

```
! wB97M-V def2-TZVPD RIJCOSX def2/J DEFGRID3
* xyz 0 1
C 0.18378 -1.04896 0.81621
C 0.32335 1.90080 -0.86120
H -1.26114 -1.53096 -0.16192
H 0.56162 2.96546 -1.00154
N 0.14882 0.08161 -0.01502
N 0.86262 1.16450 0.04991
N -0.73681 1.32098 -1.46358
N -0.85788 0.14061 -0.93623
O -0.76786 -1.97219 0.56099
O 0.98528 -1.21523 1.68749
*
```

=====

This record from OMol25 describes 2 unconnected molecules or ions with the total composition C6H10N5O. The level of theory is ωB97M-V/def2-TZVPD.

Results
Frontier orbital gap, Eh: 0.339
Relative energy (zero: lowest compared OMol25 entry of this formula, charge and spin), kcal per mole: 140.3

```
! wB97M-V def2-TZVPD RIJCOSX def2/J DEFGRID3
* xyz 1 1
C -2.28049 -0.04964 1.33230
C -1.32262 -0.30121 0.16562
C -0.43085 -0.34045 2.83888
C 0.57162 0.15635 1.68179
C 1.53813 0.76392 -1.57975
C 0.76334 -0.40711 -0.88409
N -1.84818 -0.06036 2.52602
N -1.70359 -0.50747 -1.06424
N 1.05160 0.48650 -2.88716
N 0.00652 -0.10076 0.34244
N -0.51595 -0.55239 -1.78760
O -0.39297 0.45089 -2.71501
H -3.30715 -0.03985 1.16586
H -0.39150 -1.37727 3.31816
H -0.15595 0.39919 3.64003
H 0.68650 1.18287 1.81558
H 1.54255 -0.34744 1.89677
H 1.18787 1.70998 -1.29282
H 2.57352 0.62667 -1.48569
H 1.48646 -1.24034 -0.87101
H 1.26099 1.23186 -3.56371
H -0.31985 -1.68393 -2.59236
*
```